34
Properties=species:S:1:pos:R:3:forces:R:3 method="wB97M-V/def2-TZVPD" energy_ha=-3523.14746 orbital_gap_ev=11.18 largest_force_ev_per_a=2.338 relative_energy_ev=1.084 total_charge=-1
As 0.359052 0.406266 -1.055034 1.0 0.1 0.0
F 1.698682 1.437696 -0.499084 -0.8 -0.3 -0.5
F 1.048912 -0.904134 0.009326 -1.2 1.1 -1.0
F -0.994358 -0.579674 -1.670764 1.2 0.8 0.9
F -0.196638 1.771206 -2.168784 0.5 -1.6 1.6
F 1.440152 -0.236294 -2.330904 -1.1 0.6 0.7
F -0.559358 0.999556 0.374456 0.4 -0.5 -1.6
O -2.728608 -4.144504 1.311316 -0.1 -0.2 0.1
H -2.614068 -3.881704 0.398066 0.0 0.0 -0.4
H -2.504788 -3.362514 1.815936 0.1 0.2 0.2
O 2.697622 -4.414464 -0.536124 0.0 -0.4 0.1
H 3.293772 -3.836624 -1.012494 0.2 0.3 -0.2
H 2.095412 -3.820894 -0.087514 -0.2 0.2 0.1
O -4.048348 2.105316 2.178546 -0.2 -0.1 0.3
H -3.252428 2.138856 1.647856 0.3 -0.1 -0.3
H -4.457168 2.961576 2.052386 -0.1 0.2 -0.1
O 0.651222 1.995086 4.373426 -0.2 0.0 0.3
H 1.523092 1.608916 4.456796 0.2 -0.1 0.0
H 0.467632 1.972686 3.434256 -0.1 0.0 -0.4
O 2.845932 4.854426 -1.866974 0.3 0.3 -0.1
H 2.015542 5.326906 -1.808224 -0.2 0.1 0.0
H 2.626212 3.952886 -1.632064 -0.1 -0.4 0.1
O -2.677198 -3.993474 -2.373884 -0.3 -0.1 0.2
H -2.227298 -3.152114 -2.296804 0.2 0.4 0.0
H -2.143638 -4.495364 -2.990034 0.2 -0.1 -0.1
O -0.624398 -1.144984 3.839866 -0.1 -0.3 0.1
H -0.502528 -0.367304 4.384466 0.0 0.3 0.1
H -0.367598 -0.865294 2.961196 0.1 0.1 -0.4
O -2.676398 4.143466 -1.038134 -0.3 0.2 0.2
H -1.958108 4.752726 -0.867574 0.2 0.1 0.1
H -2.397168 3.653806 -1.811754 0.2 -0.3 -0.2
O 4.679652 -2.008944 -2.468824 0.1 -0.4 0.0
H 4.084402 -1.298124 -2.706814 -0.4 0.2 0.0
H 5.402812 -1.574974 -2.016114 0.1 0.1 0.1